Record 1
Molecular formula: C30H84BeF3O28
Method: DFT, ωB97M-V with the def2-TZVPD basis set

Output
- M: 958.98 g mol⁻¹
- ⟨S²⟩: 0.75
- HOMO-LUMO gap (spin up / spin down): 7.955 / 5.868 eV
- F_max: 3.73 eV/Å

```
! RIJCOSX wB97M-V def2-TZVPD def2/J DEFGRID3
* xyz 0 2
Be -3.3409 -1.3609 4.0183
C -0.3910 -1.1398 1.4652
O 0.0711 0.1952 1.3284
O -1.5564 -1.0557 2.2574
C -0.2746 -1.9295 0.1508
F -1.1852 -1.5769 -0.7481
F 0.9358 -1.9102 -0.3554
F -0.5264 -3.2259 0.1738
C -0.3219 1.1363 0.3120
C 0.5215 2.3363 0.4353
H 1.5623 2.1128 0.2012
H 0.2824 3.1914 -0.1970
H 0.5740 2.6493 1.4780
H -1.3214 1.5515 0.4416
H -0.1888 0.6149 -0.6358
H 0.2654 -1.7218 2.1121
C 1.0416 -2.0520 5.9231
C -0.1403 -1.1507 5.4721
O -1.2523 -2.0418 5.2791
O 0.7849 -2.5993 7.1790
H 1.9358 -1.4314 5.9813
H 1.0897 -2.8628 5.1963
H -0.0021 -0.7509 4.4675
H -0.3813 -0.3454 6.1660
H -0.9886 -2.8663 5.6942
H 0.7944 -3.5544 7.0822
C 1.2412 -6.2128 3.0302
C 0.1480 -5.1502 3.2566
O -0.8249 -5.6632 4.1365
O 1.8318 -6.5606 4.3163
H 2.0069 -5.6527 2.4935
H 0.9801 -7.0170 2.3424
H -0.3844 -4.8697 2.3478
H 0.5247 -4.2012 3.6380
H -0.2827 -6.2949 4.6147
H 1.9597 -7.5062 4.2114
C 2.7774 0.8168 3.3431
C 2.6175 2.1713 4.0403
O 1.7661 2.1489 5.1682
O 3.3130 -0.3151 4.1616
H 3.2885 1.0833 2.4180
H 1.7739 0.5055 3.0531
H 2.3553 2.9716 3.3483
H 3.5769 2.3950 4.5070
H 0.8457 1.9875 4.9480
H 3.2814 -1.0835 3.5870
C 2.4303 5.7208 1.3969
C 3.8622 6.0444 0.9748
O 4.2342 7.4147 1.2030
O 2.2816 6.1958 2.7077
H 2.2269 4.6522 1.3271
H 1.7594 6.2422 0.7142
H 3.9548 5.7944 -0.0821
H 4.5490 5.3457 1.4523
H 3.9074 7.6873 2.0635
H 1.4507 6.6734 2.7645
C 5.7794 -0.6867 -1.1246
C 4.5703 -0.6320 -0.1577
O 4.8449 -0.8697 1.1644
O 6.7358 0.2920 -0.8671
H 5.4954 -0.7105 -2.1767
H 6.3417 -1.5737 -0.8326
H 3.7744 -1.3339 -0.4067
H 4.0996 0.3384 -0.3155
H 5.3025 -0.1323 1.5748
H 7.3955 -0.0556 -0.2625
C -5.3890 2.2271 -1.6133
C -5.1662 1.3193 -0.4035
O -3.8151 1.4613 0.1594
O -5.1002 3.6587 -1.3704
H -6.3633 2.0866 -2.0813
H -4.7044 1.7424 -2.3094
H -5.4495 0.2922 -0.6335
H -5.8033 1.5145 0.4591
H -3.1699 1.0456 -0.4171
H -4.1413 3.6407 -1.3263
C -1.9401 1.9333 -5.8556
C -2.5296 1.0120 -4.7897
O -2.0737 1.3764 -3.4893
O -0.6109 1.6983 -5.9975
H -2.2440 2.9601 -5.6521
H -2.5259 1.6137 -6.7175
H -2.2443 -0.0221 -4.9828
H -3.6138 1.0546 -4.8944
H -1.1950 0.9982 -3.4096
H -0.1214 1.4349 -5.2148
C -1.4941 -5.1788 -2.3930
C -1.7385 -5.8297 -1.0473
O -2.4322 -7.0359 -1.1937
O -0.5972 -5.8419 -3.2413
H -1.2178 -4.1252 -2.4334
H -2.4552 -5.0897 -2.8994
H -2.4323 -5.2161 -0.4726
H -0.7976 -5.9832 -0.5190
H -2.8116 -7.1895 -2.0621
H 0.2699 -5.6164 -2.8966
C 2.8587 -4.2339 -1.8106
C 2.9877 -4.7475 -0.3363
O 4.0458 -5.6262 -0.1931
O 2.0910 -5.1681 -2.5860
H 3.8907 -4.1636 -2.1544
H 2.4475 -3.2373 -1.9713
H 2.0059 -5.0228 0.0491
H 3.2241 -3.8220 0.1888
H 4.7529 -5.0727 0.1462
H 2.5958 -5.9819 -2.6535
C -1.1302 5.2919 2.9074
C -1.7061 4.8237 1.6274
O -2.9415 5.3805 1.3112
O -1.9656 5.0155 4.0656
H -0.9200 6.3614 2.9077
H -0.1182 4.9006 3.0118
H -1.8326 3.7491 1.4956
H -0.9939 5.1462 0.8680
H -3.5701 5.1309 1.9925
H -2.7451 5.5758 4.0672
C 1.4331 1.5814 -3.3670
C 2.7149 1.0133 -2.7667
O 3.1506 -0.0958 -3.6997
O 0.5095 0.5547 -3.6107
H 1.6996 2.1531 -4.2560
H 0.9295 2.3339 -2.7601
H 2.4027 0.6713 -1.7800
H 3.3738 1.8743 -2.6542
H 3.6959 0.3434 -4.3565
H 1.0028 -0.2674 -3.6584
C -1.7703 5.2544 -3.6165
C -1.3478 4.5107 -2.2884
O -2.2578 3.5696 -1.9026
O -0.6413 5.3348 -4.4693
H -2.3126 6.1997 -3.6383
H -2.5120 4.5882 -4.0572
H -1.2876 5.1749 -1.4262
H -0.3497 4.0776 -2.3546
H -2.1507 2.7722 -2.4263
H -0.8920 5.4059 -5.3932
C -4.9861 -1.9389 -1.8913
C -5.1705 -3.3512 -2.5225
O -4.8877 -4.4471 -1.6903
O -5.4584 -0.9291 -2.8088
H -3.9194 -1.7437 -1.7809
H -5.3894 -1.9549 -0.8788
H -4.3904 -3.3178 -3.2831
H -6.1660 -3.3488 -2.9663
H -4.7915 -5.2262 -2.2428
H -5.0803 -1.2058 -3.6467
*
```



Record 2
Molecular formula: C30H84N4NaO22V
Method: DFT, ωB97M-V with the def2-TZVPD basis set

Output
- M: 926.94 g mol⁻¹
- ⟨S²⟩: 2.01
- HOMO-LUMO gap (spin up / spin down): 7.337 / 7.974 eV
- F_max: 5.70 eV/Å

```
! RIJCOSX wB97M-V def2-TZVPD def2/J DEFGRID3
* xyz 0 3
Na -18.4930 -13.6464 -19.8724
V -22.7948 -16.8796 -21.7665
N -21.5377 -13.8701 -21.8752
O -22.0846 -14.9134 -22.2639
O -22.3029 -12.9623 -21.6633
O -20.3340 -13.7680 -21.6878
N -20.1351 -17.6565 -21.6427
O -19.0328 -18.1238 -21.4624
O -20.7251 -17.6615 -22.7035
O -20.8907 -17.2655 -20.7846
N -23.5599 -15.4951 -18.7795
O -22.8509 -14.7214 -18.2099
O -24.6530 -15.6479 -18.2949
O -23.1753 -16.1302 -19.7757
C -22.9587 -21.1569 -21.3434
C -23.5216 -19.8873 -20.5120
O -23.5976 -18.7243 -21.2839
H -23.6738 -21.4855 -22.0976
H -22.8285 -22.0367 -20.7133
H -22.0621 -21.0486 -21.9537
H -22.9991 -19.7348 -19.5676
H -24.5073 -20.1181 -20.1081
C -18.9272 -10.2707 -23.0706
C -18.6429 -10.7852 -24.4869
C -19.6657 -10.0832 -25.4939
C -19.2403 -10.3165 -26.9572
C -17.8193 -9.8128 -27.2273
C -16.7209 -10.3676 -26.2595
N -17.2711 -10.4159 -24.8914
O -16.3108 -10.5812 -23.8996
C -16.3341 -11.8000 -26.8020
C -15.5217 -9.3716 -26.3795
C -18.9688 -12.2533 -24.4692
H -19.9891 -10.4100 -22.8678
H -18.6875 -9.2084 -23.0240
H -18.3728 -10.8449 -22.3283
H -20.6472 -10.4561 -25.2009
H -19.7624 -9.0187 -25.2806
H -19.9604 -9.8278 -27.6135
H -19.3671 -11.3796 -27.1620
H -17.8608 -8.7245 -27.2722
H -17.5410 -10.0689 -28.2496
H -17.2363 -12.4112 -26.8269
H -15.6663 -11.7646 -27.6627
H -15.7330 -12.3082 -26.0479
H -15.2454 -9.3156 -27.4325
H -15.6999 -8.3687 -25.9916
H -14.7104 -9.8449 -25.8264
H -18.1729 -12.7742 -23.9369
H -18.9685 -12.7105 -25.4586
H -19.9553 -12.4276 -24.0396
H -16.1496 -11.5275 -23.9143
C -14.7031 -13.1782 -19.2730
C -15.5010 -12.2636 -20.1700
O -16.4126 -13.0087 -20.8867
H -15.2759 -13.5795 -18.4370
H -13.9038 -12.6293 -18.7751
H -14.2592 -13.9888 -19.8510
H -14.8324 -11.8622 -20.9316
H -16.0870 -11.4333 -19.7757
H -15.9986 -13.2364 -21.7224
C -20.4391 -14.4518 -15.7859
C -19.7416 -15.3241 -16.8783
O -20.1123 -14.8255 -18.2115
H -20.1541 -14.7442 -14.7753
H -21.5190 -14.5970 -15.8125
H -20.1588 -13.3989 -15.8184
H -20.0917 -16.3512 -16.7753
H -18.6671 -15.3706 -16.7009
H -21.0701 -14.7598 -18.2117
C -17.1636 -15.3366 -23.2618
C -16.1257 -14.7061 -24.2675
O -15.5380 -13.5451 -23.6129
H -17.9672 -15.9116 -23.7222
H -17.7009 -14.6559 -22.6015
H -16.5764 -16.0146 -22.6426
H -16.5480 -14.3755 -25.2164
H -15.2752 -15.3463 -24.5020
H -14.7782 -13.2655 -24.1288
C -25.9183 -14.2060 -22.6597
C -25.3182 -14.9370 -21.4395
O -24.7818 -16.1559 -22.0188
H -25.0906 -13.9971 -23.3374
H -26.4890 -13.3262 -22.3622
H -26.7002 -14.7958 -23.1381
H -26.1056 -15.2245 -20.7428
H -24.5005 -14.4058 -20.9523
H -25.5582 -16.6355 -22.3170
C -21.3352 -11.4216 -17.3480
C -20.6427 -11.6502 -18.7103
O -19.2361 -11.8522 -18.5207
H -21.6946 -12.3832 -16.9816
H -22.1726 -10.7270 -17.4150
H -20.6596 -11.0284 -16.5884
H -20.7067 -10.7651 -19.3433
H -21.1685 -12.4524 -19.2280
H -18.8731 -11.0730 -18.0933
C -24.2622 -11.3029 -23.9817
C -25.6300 -11.0121 -24.5144
O -25.6275 -10.5837 -25.8603
H -23.5747 -10.4717 -24.1383
H -23.8281 -12.1303 -24.5430
H -24.2900 -11.7086 -22.9704
H -26.0566 -10.2118 -23.9097
H -26.1997 -11.9245 -24.3381
H -25.4601 -11.3550 -26.4070
C -22.3410 -8.0071 -22.8468
C -22.5283 -8.4349 -21.4229
O -23.8983 -8.7476 -21.2285
H -23.0308 -7.1654 -22.9081
H -22.5496 -8.7790 -23.5876
H -21.3087 -7.6734 -22.9527
H -22.2703 -7.6174 -20.7496
H -21.9085 -9.3126 -21.2394
H -24.0650 -9.6903 -21.1568
C -23.0462 -18.7420 -25.6080
C -23.9459 -18.0924 -24.5757
O -23.1469 -17.1340 -23.8232
H -22.7410 -18.0473 -26.3906
H -23.6393 -19.5291 -26.0737
H -22.2085 -19.2592 -25.1402
H -24.2980 -18.8598 -23.8863
H -24.8424 -17.7160 -25.0684
H -22.9180 -16.5583 -24.5566
C -24.8604 -11.8145 -19.1423
O -24.1308 -11.3609 -20.2706
H -24.9415 -12.8997 -19.0802
H -24.4834 -11.4454 -18.1885
H -25.8729 -11.4227 -19.2390
H -23.4174 -11.9800 -20.4422
C -16.6344 -16.6807 -19.1398
O -17.5407 -16.0732 -20.0335
H -15.6381 -16.8690 -19.5397
H -16.6085 -16.0261 -18.2687
H -17.1117 -17.6275 -18.8869
H -17.9389 -16.7808 -20.5456
C -21.9845 -14.4099 -26.1665
O -23.1200 -14.6928 -25.3914
H -22.1641 -13.8239 -27.0679
H -21.3305 -13.8422 -25.5047
H -21.5040 -15.3725 -26.3413
H -23.9074 -14.6492 -25.9388
*
```



Record 3
Molecular formula: C30H84O12
Method: DFT, ωB97M-V with the def2-TZVPD basis set

Output
- SMILES: CC(C)O.CC(C)O.CC(C)O.CC(C)O.CC(C)O.CC(C)O.CC(C)O.CC(C)O.CC(C)O.CO.CO.CO
- M: 636.99 g mol⁻¹
- HOMO-LUMO gap: 9.536 eV
- F_max: 2.81 eV/Å

```
! RIJCOSX wB97M-V def2-TZVPD def2/J DEFGRID3
* xyz 0 1
C -0.2583 -1.3807 3.7325
O -0.2147 -0.1641 3.0138
H 0.0331 -1.1813 4.7645
H -1.2498 -1.8409 3.7537
H 0.4871 -2.0646 3.3111
H -0.3544 -0.2796 2.0477
C -3.7344 0.3256 -3.7657
O -2.6839 0.3626 -2.7970
H -3.3431 0.2292 -4.7825
H -4.3579 -0.5218 -3.4853
H -4.3131 1.2515 -3.6974
H -2.2197 1.2121 -2.8780
C 0.4325 0.3513 -0.3000
O -0.4090 -0.5805 0.3670
H 1.4858 0.1134 -0.1510
H 0.2284 0.3266 -1.3739
H 0.2356 1.3694 0.0351
H -0.4889 -1.3262 -0.2502
C 0.6710 2.3019 -5.9796
C 1.7282 1.5817 -5.1401
C 1.2583 0.3206 -4.4447
O 2.6921 1.0725 -6.1208
H 1.2373 3.1352 -6.4019
H -0.1797 2.6674 -5.4044
H 0.1703 1.7015 -6.7388
H 2.3070 2.2470 -4.4959
H 0.5249 0.6318 -3.6826
H 2.0244 -0.2317 -3.9014
H 0.7380 -0.3858 -5.0887
H 2.6135 1.5772 -6.9360
C -2.1803 3.9144 5.2222
C -1.9260 2.8026 4.2427
C -1.1907 3.2215 2.9512
O -1.2420 1.7525 4.9164
H -2.8527 3.5355 5.9933
H -2.6612 4.7509 4.7077
H -1.3047 4.3205 5.7314
H -2.9108 2.4239 3.9265
H -0.4659 4.0127 3.1448
H -1.9907 3.6714 2.3506
H -0.7607 2.3738 2.4269
H -0.9407 1.0969 4.2685
C 3.4344 2.2717 -0.5313
C 4.9024 2.2071 -0.1465
C 5.7901 2.7041 -1.2816
O 5.0038 3.0940 0.9687
H 3.1223 1.7333 -1.4392
H 3.0308 3.2618 -0.7679
H 2.8142 1.8242 0.2454
H 5.1467 1.1652 0.0560
H 5.7243 3.7916 -1.3797
H 5.5900 2.2451 -2.2467
H 6.8326 2.5781 -0.9712
H 4.3677 3.8054 0.8905
C -4.6372 -1.5255 -0.2743
C -4.7809 -1.3544 1.2321
C -3.8706 -0.3222 1.8968
O -6.1463 -1.0900 1.5703
H -3.6161 -1.6382 -0.6402
H -5.0409 -0.6400 -0.7848
H -5.2682 -2.3426 -0.6258
H -4.6030 -2.3316 1.6956
H -4.1844 0.6911 1.6461
H -2.8183 -0.4931 1.6534
H -3.9097 -0.5027 2.9722
H -6.3292 -0.1875 1.2763
C 3.4940 -5.6732 0.8410
C 2.8154 -4.4923 1.5203
C 2.2258 -3.5501 0.4808
O 1.8150 -4.9189 2.4209
H 4.0086 -6.2769 1.5954
H 4.2725 -5.3911 0.1294
H 2.7901 -6.3288 0.3242
H 3.5619 -3.9194 2.0725
H 2.8962 -3.2765 -0.3350
H 1.9199 -2.6209 0.9773
H 1.3172 -3.9667 0.0384
H 1.0643 -5.2750 1.9176
C -1.5134 -4.8103 3.0411
C -1.7245 -4.9856 1.5451
C -1.5888 -3.6233 0.8612
O -0.7105 -5.8770 1.0647
H -2.1958 -4.0523 3.4419
H -0.5080 -4.4560 3.2606
H -1.8082 -5.6884 3.6196
H -2.7175 -5.4180 1.3882
H -2.4323 -2.9765 1.1024
H -1.6042 -3.7660 -0.2231
H -0.6416 -3.1366 1.0880
H -1.0191 -6.2142 0.2168
C 0.1715 -3.5727 -2.8665
C -1.0054 -2.6871 -3.1995
C -2.2954 -3.4513 -3.4889
O -1.2648 -1.8948 -2.0236
H -0.0755 -4.2336 -2.0373
H 1.0237 -2.9612 -2.5769
H 0.3730 -4.1600 -3.7650
H -0.8183 -2.0318 -4.0548
H -2.2239 -4.1142 -4.3574
H -3.1522 -2.7905 -3.6097
H -2.5194 -4.1291 -2.6590
H -1.8580 -1.1408 -2.2399
C 2.7009 3.4725 4.4346
C 2.8885 1.9490 4.4705
C 2.7910 1.3362 3.0773
O 4.1413 1.5855 5.0294
H 3.4362 3.9629 3.7955
H 2.6822 3.8564 5.4556
H 1.6862 3.6547 4.0700
H 2.0837 1.5994 5.1211
H 3.7151 1.4732 2.5123
H 1.9341 1.5961 2.4519
H 2.6962 0.2505 3.1891
H 4.8174 2.0349 4.5067
C 0.3722 4.2392 -2.8883
C -0.9763 3.7671 -2.3761
C -1.9099 4.9379 -2.1372
O -1.5595 2.9132 -3.3838
H 0.8550 4.9397 -2.2046
H 0.3227 4.7419 -3.8579
H 1.0348 3.3833 -3.0227
H -0.8437 3.2144 -1.4472
H -2.9668 4.6707 -2.0772
H -1.9089 5.6575 -2.9651
H -1.6150 5.4723 -1.2325
H -1.6385 3.5096 -4.1382
*
```